<i>
{"formula": "C30H46ClCsNO7PS", "method": "ωB97M-V with the def2-TZVPD basis set", "symbols": ["Cs", "C", "C", "C", "C", "C", "C", "C", "C", "C", "C", "C", "C", "C", "C", "C", "C", "C", "C", "C", "C", "C", "P", "C", "C", "C", "C", "C", "C", "C", "C", "H", "H", "H", "H", "H", "H", "H", "H", "H", "H", "H", "H", "H", "H", "H", "H", "H", "H", "H", "H", "H", "H", "H", "H", "H", "H", "H", "H", "H", "H", "H", "H", "H", "H", "H", "H", "H", "H", "H", "H", "H", "H", "H", "H", "H", "O", "Cl", "O", "O", "O", "O", "C", "O", "H", "O", "S", "N"], "positions_angstrom": [[2.11359, 2.40052, 0.57480], [4.50767, -4.11009, -0.53804], [4.28556, -2.67123, -1.01004], [5.22385, -1.71453, -0.27585], [2.83624, -2.26379, -0.85921], [2.20561, -2.26584, 0.37456], [0.85652, -1.97751, 0.49552], [0.21277, -2.20340, 1.84761], [-0.20457, -3.67094, 2.00529], [1.10579, -1.78851, 3.01674], [0.09598, -1.60920, -0.63561], [0.72417, -1.58271, -1.89422], [2.08018, -1.91583, -1.95855], [0.13399, -1.27844, -3.27961], [0.76989, 0.00507, -3.84005], [-1.37696, -1.14970, -3.44630], [-1.41119, -1.53190, -0.51060], [-2.05819, -2.72196, -0.86611], [-3.43382, -2.85810, -0.85929], [-4.20978, -1.77085, -0.48965], [-3.58234, -0.59844, -0.10170], [-2.19201, -0.44315, -0.07399], [-1.44403, 1.16937, 0.51695], [-2.25576, 2.51379, -0.56628], [-1.40887, 3.79376, -0.41617], [-2.13366, 2.05657, -2.02114], [-3.71697, 2.91204, -0.31879], [-2.13916, 1.39524, 2.29262], [-1.27689, 0.53973, 3.22789], [-1.90261, 2.85450, 2.70345], [-3.59726, 1.03839, 2.59433], [5.53873, -4.42312, -0.72306], [3.83616, -4.80295, -1.04950], [4.32196, -4.19354, 0.53512], [4.51701, -2.62894, -2.08007], [5.01853, -1.70355, 0.79609], [5.10281, -0.69305, -0.63626], [6.26637, -2.01379, -0.41882], [2.77164, -2.50237, 1.26724], [-0.69379, -1.60525, 1.87461], [0.67773, -4.31557, 1.95886], [-0.89716, -3.98405, 1.22484], [-0.68783, -3.82739, 2.97459], [1.89774, -2.52175, 3.19065], [0.51508, -1.73352, 3.93450], [1.59584, -0.82887, 2.83996], [2.55611, -1.92653, -2.93450], [0.45137, -2.12084, -3.90737], [0.37033, 0.88744, -3.33311], [0.53559, 0.10616, -4.90221], [1.85290, 0.02531, -3.72184], [-1.78362, -0.42849, -2.74353], [-1.91147, -2.09041, -3.32263], [-1.58280, -0.76542, -4.44787], [-1.43744, -3.55295, -1.18097], [-3.89024, -3.79558, -1.15512], [-5.29191, -1.82987, -0.49043], [-4.20141, 0.22645, 0.20233], [-0.35082, 3.67313, -0.64603], [-1.47317, 4.22926, 0.57772], [-1.79088, 4.53626, -1.12405], [-1.09992, 1.83365, -2.29593], [-2.45078, 2.87353, -2.67621], [-2.77838, 1.19881, -2.22305], [-3.90079, 3.26551, 0.69408], [-4.42149, 2.11348, -0.54810], [-3.95213, 3.73932, -0.99631], [-0.21249, 0.61852, 3.00136], [-1.56279, -0.50980, 3.18717], [-1.42924, 0.87678, 4.25861], [-0.88308, 3.18505, 2.50991], [-2.07808, 2.93963, 3.78115], [-2.58022, 3.54622, 2.20862], [-3.79674, -0.02133, 2.43363], [-4.31164, 1.61891, 2.01257], [-3.78614, 1.25138, 3.65320], [0.90585, 4.50814, 2.17717], [1.89999, 5.32695, 1.50311], [3.21172, 4.91053, 1.94970], [1.68073, 6.71229, 1.81121], [1.79719, 5.09567, 0.08236], [4.54478, -0.72453, 2.86894], [4.28401, -0.05930, 1.85570], [3.16239, 0.25894, 1.37843], [5.16497, 0.31531, 1.26575], [-0.15842, 3.01801, -5.09204], [0.95952, 3.39562, -4.17752], [1.15007, 2.76364, -2.87121]], "charge": -2, "homo_lumo_gap_ev": 6.15}

---

<ii>
{"formula": "C30H46ClCsNO7PS", "method": "ωB97M-V with the def2-TZVPD basis set", "symbols": ["Cs", "C", "C", "C", "C", "C", "C", "C", "C", "C", "C", "C", "C", "C", "C", "C", "C", "C", "C", "C", "C", "C", "P", "C", "C", "C", "C", "C", "C", "C", "C", "H", "H", "H", "H", "H", "H", "H", "H", "H", "H", "H", "H", "H", "H", "H", "H", "H", "H", "H", "H", "H", "H", "H", "H", "H", "H", "H", "H", "H", "H", "H", "H", "H", "H", "H", "H", "H", "H", "H", "H", "H", "H", "H", "H", "H", "O", "Cl", "O", "O", "O", "O", "C", "O", "H", "O", "S", "N"], "positions_angstrom": [[-3.34597, 2.26607, 0.56726], [1.76131, 5.20351, -2.08837], [2.47350, 4.60082, -0.87154], [3.98907, 4.62098, -1.09437], [2.04211, 3.18637, -0.53747], [1.92325, 2.76469, 0.77510], [1.73388, 1.42899, 1.13896], [1.56913, 1.22555, 2.65013], [2.00729, -0.10511, 3.26846], [0.11663, 1.56281, 3.02136], [1.61520, 0.46193, 0.11732], [1.59617, 0.90714, -1.22138], [1.82912, 2.23959, -1.52554], [1.38926, -0.05702, -2.37421], [2.69193, -0.31408, -3.13837], [0.28101, 0.42847, -3.31386], [1.91809, -1.01495, 0.32533], [3.30515, -1.22606, 0.43887], [3.86970, -2.48218, 0.53416], [3.03892, -3.59184, 0.49239], [1.67460, -3.40527, 0.37068], [1.06769, -2.14305, 0.29746], [-0.79196, -2.01225, 0.07800], [-1.50599, -2.76149, 1.70046], [-2.95115, -3.23783, 1.50137], [-1.58966, -1.56975, 2.66019], [-0.70113, -3.86286, 2.38972], [-1.15365, -3.29044, -1.31013], [-1.10468, -4.79574, -1.00327], [-2.58474, -2.92414, -1.75247], [-0.23148, -3.04757, -2.50918], [1.87027, 6.29140, -2.09212], [0.70146, 4.96249, -2.09201], [2.19940, 4.82488, -3.01868], [2.25821, 5.21997, 0.00315], [4.25042, 3.97159, -1.93512], [4.52356, 4.25920, -0.21151], [4.33820, 5.63332, -1.32130], [2.01535, 3.49996, 1.57162], [2.19969, 1.98595, 3.11791], [1.45615, -0.95466, 2.87443], [1.83307, -0.06478, 4.34725], [3.06957, -0.29516, 3.10114], [-0.58084, 0.95614, 2.44707], [-0.12540, 2.59733, 2.77261], [-0.05917, 1.39743, 4.08844], [1.85717, 2.54413, -2.56819], [1.07033, -1.00134, -1.95199], [3.06419, 0.61406, -3.58397], [2.52526, -1.04017, -3.94205], [3.46566, -0.70764, -2.47293], [0.59281, 1.31546, -3.87147], [-0.61683, 0.68920, -2.74901], [0.02616, -0.34726, -4.04231], [3.94600, -0.35085, 0.44115], [4.94412, -2.59335, 0.62453], [3.44938, -4.59404, 0.54926], [1.04596, -4.27997, 0.33289], [-3.55244, -2.51207, 0.95438], [-3.40818, -3.35606, 2.49180], [-3.02980, -4.20220, 0.99904], [-2.26550, -0.78975, 2.28622], [-0.60563, -1.14292, 2.84908], [-1.99123, -1.91512, 3.62046], [-0.65422, -4.78080, 1.79742], [-1.20204, -4.10705, 3.33459], [0.31576, -3.55061, 2.62742], [-1.59458, -5.06213, -0.07175], [-0.08301, -5.18182, -0.98258], [-1.62796, -5.32331, -1.81040], [-3.33282, -3.10283, -0.97712], [-2.85833, -3.51445, -2.63679], [-2.64973, -1.86504, -2.01054], [0.82719, -3.15783, -2.26241], [-0.39512, -2.05669, -2.93604], [-0.47405, -3.78169, -3.28680], [-4.70401, 4.05634, 1.70736], [-5.46015, 5.03998, 0.96100], [-4.55829, 5.94883, 0.30281], [-6.31549, 5.77587, 1.87026], [-6.26846, 4.35725, -0.02464], [-5.47908, -1.75208, -0.14136], [-5.07541, -0.57530, -0.01364], [-3.99273, -0.14398, 0.46820], [-5.77464, 0.21849, -0.38891], [-1.66295, 3.90521, 1.66688], [-1.66995, 4.80258, 0.46335], [-1.70985, 4.18055, -0.86311]], "charge": -2, "homo_lumo_gap_ev": 6.01}

---

Most stable to least stable: <i>, <ii>

---

<i>
{"formula": "C4H6NO3", "method": "ωB97M-V with the def2-TZVPD basis set", "symbols": ["C", "C", "C", "O", "N", "C", "O", "O", "H", "H", "H", "H", "H", "H"], "positions_angstrom": [[-0.85753, -0.10582, 0.20386], [0.21265, 0.63474, 1.10887], [0.01115, 0.20425, 2.51007], [-0.39912, 0.95850, 3.37082], [-0.70553, 0.17591, -1.17731], [0.41623, -0.49587, -1.94441], [0.60574, -0.03244, -3.05914], [0.89093, -1.39279, -1.23090], [-0.71016, -1.17268, 0.37305], [-1.81941, 0.22147, 0.58915], [1.16513, 0.34050, 0.67087], [0.01008, 1.69600, 0.99703], [0.21931, -0.83016, 2.80728], [-1.20196, 0.96843, -1.54409]], "charge": -1, "homo_lumo_gap_ev": 8.14}

---

<ii>
{"formula": "C4H6NO3", "method": "ωB97M-V with the def2-TZVPD basis set", "symbols": ["C", "N", "C", "C", "C", "O", "O", "O", "H", "H", "H", "H", "H", "H"], "positions_angstrom": [[-1.23353, -1.79361, -0.41075], [-0.50812, -0.63571, -0.46180], [-1.22778, 0.55383, -0.31106], [0.97848, -0.52564, -0.11882], [1.44991, 1.13990, 0.56815], [0.71973, 1.51176, 1.42771], [2.41726, 1.62935, -0.02016], [-2.41202, -1.88912, -0.60532], [-0.63271, -2.70913, -0.33628], [-2.34098, 0.33479, -0.81301], [-1.23985, 0.90998, 0.78399], [-0.75798, 1.36532, -0.89798], [1.29707, -1.17600, 0.72726], [1.62914, -0.53782, -1.01432]], "charge": -1, "homo_lumo_gap_ev": 8.00}

---

Most stable to least stable: <i>, <ii>

---

<i>
{"formula": "C3H7N4", "method": "ωB97M-V with the def2-TZVPD basis set", "symbols": ["C", "C", "C", "N", "N", "N", "N", "H", "H", "H", "H", "H", "H", "H"], "positions_angstrom": [[-2.14747, -1.06137, -0.31700], [-0.91414, 1.06289, -0.05704], [1.21092, -0.26632, -0.09140], [-0.91667, -1.33652, 0.00940], [-2.81665, -0.00461, 0.16500], [-2.24823, 1.01342, 0.54466], [-0.19061, -0.23226, 0.50833], [-2.73797, -1.92478, -0.72443], [-0.95300, 0.90406, -1.23971], [-0.51661, 2.07527, 0.18201], [1.32759, -0.13078, -1.20325], [1.76339, 0.42244, 0.38076], [1.51415, -1.20289, 0.02833], [0.00352, -0.05667, 1.43301]], "charge": 1, "homo_lumo_gap_ev": [8.47, 8.47]}

---

<ii>
{"formula": "C3H7N4", "method": "ωB97M-V with the def2-TZVPD basis set", "symbols": ["C", "C", "C", "N", "N", "N", "N", "H", "H", "H", "H", "H", "H", "H"], "positions_angstrom": [[1.39369, -0.82862, 0.98510], [0.31899, -0.02042, 1.06874], [-0.02530, 0.82471, 2.23066], [-0.63056, 0.01968, 0.04933], [-0.81783, -0.66408, -2.18333], [-0.45430, -0.21912, -1.11324], [-0.88985, -0.01583, -3.29417], [1.46163, -1.54508, 0.18292], [1.91828, -1.05041, 1.81375], [-0.98072, 1.32672, 2.01958], [-0.13755, 0.24308, 3.10951], [0.60560, 1.67215, 2.41848], [-0.77913, 1.01303, -3.22823], [-0.98294, -0.75581, -4.05910]], "charge": 1, "homo_lumo_gap_ev": 8.42}

---

Most stable to least stable: <i>, <ii>